Arrangement i

# C6H11N

C6H11N as an isolated structure (ωB97M-V/def2-TZVPD, the OMol25 dataset).

ORCA input file:
```
! RIJCOSX wB97M-V def2-TZVPD def2/J DEFGRID3
* xyz 0 1
C 2.227 0.887 -0.465
N 1.232 0.008 -1.083
C -0.081 0.659 -1.126
C -1.708 -1.506 0.482
C -0.467 -1.339 1.091
C -0.817 0.080 1.173
C -0.730 1.028 0.181
H 1.861 1.421 0.416
H 2.600 1.600 -1.202
H 3.091 0.308 -0.152
H 1.133 -0.806 -0.485
H -0.727 0.025 -1.753
H 0.088 1.534 -1.763
H -1.787 -1.349 -0.590
H -2.645 -1.760 0.992
H -0.064 -1.936 1.902
H -1.131 0.427 2.158
H -1.426 1.859 0.110
*
```

Properties
highest occupied orbital energy = -7.26 eV

Results of the Löwdin charge analysis, in e, for atoms 1 through 8: C -0.14; N -0.12; C -0.27; C 0.05; C -0.16; C -0.20; C -0.10; H 0.07

Arrangement ii

# C6H11N

One molecule with the formula C6H11N (ωB97M-V/def2-TZVPD, the OMol25 dataset).

ORCA input file:
```
! RIJCOSX wB97M-V def2-TZVPD def2/J DEFGRID3
* xyz 0 1
C -0.886 -0.260 -1.848
C -0.345 0.204 -0.503
C -1.131 0.131 0.591
N -2.332 -0.574 0.688
C 0.971 1.012 -0.468
C 2.009 0.473 0.532
C 1.908 -0.590 1.319
H -0.154 0.174 -2.522
H -0.709 -1.358 -1.898
H -1.942 -0.057 -2.014
H -0.640 0.528 1.478
H -2.222 -1.542 0.411
H -2.776 -0.579 1.588
H 0.846 2.033 -0.092
H 1.193 1.014 -1.535
H 2.782 1.207 0.753
H 2.418 -0.630 2.272
H 1.009 -1.186 1.247
*
```

Properties
highest occupied orbital energy = -7.95 eV
SMILES = C=CC/C(C)=C/N

Results of the Löwdin charge analysis, in e, for atoms 1 through 8: C -0.06; C -0.31; C -0.21; N 0.04; C -0.15; C -0.17; C -0.02; H 0.05

Arrangement iii

# C6H11N

One molecule with the formula C6H11N (ωB97M-V/def2-TZVPD, the OMol25 dataset).

ORCA input file:
```
! RIJCOSX wB97M-V def2-TZVPD def2/J DEFGRID3
* xyz 0 1
C -0.478 -1.444 1.051
N 0.240 1.344 1.775
C 0.133 0.982 0.455
C -0.185 -0.319 0.124
C -0.192 -0.666 -1.313
C -0.027 -2.003 -1.535
C 0.166 1.994 -0.713
H -0.698 -1.067 1.991
H -1.324 -2.123 0.854
H 0.381 -2.094 1.168
H 1.190 1.183 2.050
H -0.081 2.253 2.135
H 0.094 0.137 -2.051
H 0.685 -2.163 -2.313
H -0.414 -2.870 -0.982
H -0.085 2.912 -0.195
H 1.203 2.079 -1.044
H -0.606 1.868 -1.455
*
```

Properties
highest occupied orbital energy = -7.46 eV
SMILES = C=C/C(C)=C(\C)N

Results of the Löwdin charge analysis, in e, for atoms 1 through 8: C -0.08; N 0.06; C -0.35; C -0.27; C -0.12; C 0.00; C -0.06; H 0.04

Arrangement iv

# C6H11N

One molecule with the formula C6H11N (ωB97M-V/def2-TZVPD, the OMol25 dataset).

ORCA input file:
```
! RIJCOSX wB97M-V def2-TZVPD def2/J DEFGRID3
* xyz 0 1
C 2.113 -0.110 -0.150
C 0.961 -1.070 0.163
C -0.415 -0.460 -0.084
C -1.588 -1.340 0.339
C -0.951 2.608 -0.386
C -0.475 0.678 0.860
N -0.695 1.806 0.559
H 2.061 0.266 -1.179
H 3.076 -0.616 -0.028
H 2.111 0.760 0.520
H 1.004 -1.355 1.220
H 1.049 -1.976 -0.440
H -1.479 -1.598 1.397
H -2.538 -0.801 0.226
H -1.631 -2.249 -0.262
H -1.982 2.689 -0.672
H -0.105 3.008 -0.909
H -0.514 -0.238 -1.174
*
```

Properties
highest occupied orbital energy (alpha / beta) = -7.56 / -7.56 eV

Results of the Löwdin charge analysis, in e, for atoms 1 through 8: C -0.11; C -0.25; C -0.41; C -0.08; C -0.02; C -0.12; N 0.05; H 0.07

arrangement ii takes first place; second place is 14.4 kcal/mol up.

Arrangement i

# C6H11N

One molecule with the formula C6H11N (ωB97M-V/def2-TZVPD, the OMol25 dataset).

ORCA input file:
```
! RIJCOSX wB97M-V def2-TZVPD def2/J DEFGRID3
* xyz 0 1
C -2.008 -1.484 -1.741
N -0.126 -1.556 0.564
C -0.540 -0.359 -0.060
C -0.956 -0.456 -1.368
C 2.207 1.825 1.171
C 0.944 1.043 1.339
C -0.099 0.840 0.494
H -2.435 -2.019 -0.753
H -2.916 -1.043 -2.405
H -1.586 -2.229 -2.470
H 0.525 -2.151 0.065
H 0.212 -1.259 1.467
H -0.768 0.278 -2.264
H 2.371 2.690 1.806
H 3.058 1.153 1.224
H 2.034 2.174 0.150
H 0.768 0.765 2.423
H -0.686 1.787 0.359
*
```

Properties
highest occupied orbital energy = -6.85 eV
SMILES = C/C=C(N)/C=C/C

Results of the Löwdin charge analysis, in e, for atoms 1 through 8: C -0.17; N 0.08; C -0.42; C -0.14; C -0.09; C -0.17; C -0.13; H 0.11

Arrangement ii

# C6H11N

C6H11N as an isolated structure (ωB97M-V/def2-TZVPD, the OMol25 dataset).

ORCA input file:
```
! RIJCOSX wB97M-V def2-TZVPD def2/J DEFGRID3
* xyz 0 1
C 1.114 -0.018 1.270
C 0.828 0.483 -0.096
C -0.326 -0.650 0.070
C 0.594 1.948 -0.348
C -0.135 -1.855 -0.775
C -1.732 0.000 0.230
N 0.218 -0.915 1.437
H 1.997 0.094 1.908
H 2.012 0.028 -0.899
H -0.062 2.297 0.526
H 0.143 2.178 -1.286
H 1.489 2.435 -0.236
H 0.949 -1.882 -1.135
H -0.916 -1.815 -1.464
H -0.146 -2.821 -0.250
H -2.546 -0.655 0.095
H -1.864 0.821 -0.381
H -1.619 0.326 1.335
*
```

Properties
highest occupied orbital energy = -9.61 eV

Results of the Löwdin charge analysis, in e, for atoms 1 through 8: C -0.18; C -0.26; C -0.52; C -0.09; C -0.05; C -0.01; N 0.11; H 0.11

arrangement ii takes first place; second place is 44.7 kcal/mol up.

Arrangement i

# C6H11N

One molecule with the formula C6H11N (ωB97M-V/def2-TZVPD, the OMol25 dataset).

ORCA input file:
```
! RIJCOSX wB97M-V def2-TZVPD def2/J DEFGRID3
* xyz 0 1
C 1.560 1.107 1.677
N 0.214 1.014 1.123
C -0.350 -0.021 0.324
C 0.307 -0.897 -0.483
C 1.109 -0.563 -1.832
C -2.661 -0.819 -0.365
C -1.878 0.088 0.294
H 2.354 1.135 0.798
H 1.779 0.174 2.392
H 1.664 2.126 2.124
H -0.201 1.891 0.909
H 0.283 -2.019 -0.488
H 1.487 -1.522 -2.252
H 1.931 0.047 -1.398
H 0.461 -0.097 -2.564
H -3.770 -0.956 -0.225
H -2.162 -1.703 -0.817
H -2.128 1.015 0.783
*
```

Properties
highest occupied orbital energy = -6.90 eV
SMILES = C=C/C(=C/C)NC

Results of the Löwdin charge analysis, in e, for atoms 1 through 8: C -0.12; N -0.07; C -0.32; C -0.14; C -0.08; C 0.00; C -0.11; H 0.09

Arrangement ii

# C6H11N

One molecule with the formula C6H11N (ωB97M-V/def2-TZVPD, the OMol25 dataset).

ORCA input file:
```
! RIJCOSX wB97M-V def2-TZVPD def2/J DEFGRID3
* xyz 0 1
C -0.833 -2.019 0.774
N 0.918 0.280 1.470
C 0.411 0.147 0.156
C -0.224 -1.010 -0.203
C -0.481 -1.235 -1.717
C 0.481 2.638 -0.254
C -0.139 1.457 -0.345
H -1.181 -1.455 1.634
H 0.015 -2.657 1.003
H -1.674 -2.556 0.340
H 1.041 1.225 1.800
H 0.743 -0.273 2.304
H -0.299 -2.237 -2.068
H -1.530 -0.968 -1.931
H 0.089 -0.495 -2.283
H 0.141 3.473 -0.862
H 1.389 2.773 0.326
H -0.636 1.382 -1.302
*
```

Properties
highest occupied orbital energy = -7.23 eV
SMILES = C=CC(N)=C(C)C

Results of the Löwdin charge analysis, in e, for atoms 1 through 8: C -0.05; N 0.07; C -0.31; C -0.28; C -0.07; C 0.01; C -0.13; H 0.07

Arrangement iii

# C6H11N

One molecule with the formula C6H11N (ωB97M-V/def2-TZVPD, the OMol25 dataset).

ORCA input file:
```
! RIJCOSX wB97M-V def2-TZVPD def2/J DEFGRID3
* xyz 0 1
C -3.550 -0.206 -0.203
N -2.441 0.589 -0.629
C -1.258 0.486 0.103
C -0.135 -0.054 -0.376
C 1.171 -0.272 0.306
C 2.306 0.350 0.030
C 3.645 -0.017 0.563
H -3.534 -0.355 0.879
H -3.492 -1.262 -0.545
H -4.568 0.110 -0.447
H -2.323 0.527 -1.631
H -1.314 0.758 1.153
H -0.060 -0.344 -1.424
H 1.170 -1.149 0.945
H 2.315 1.126 -0.730
H 4.388 0.574 0.022
H 3.749 0.192 1.631
H 3.932 -1.052 0.354
*
```

Properties
highest occupied orbital energy = -8.13 eV
SMILES = C/C=C/C=C/NC

Results of the Löwdin charge analysis, in e, for atoms 1 through 8: C -0.15; N -0.12; C -0.18; C -0.11; C -0.14; C -0.18; C -0.12; H 0.08

Arrangement iv

# C6H11N

One molecule with the formula C6H11N (ωB97M-V/def2-TZVPD, the OMol25 dataset).

ORCA input file:
```
! RIJCOSX wB97M-V def2-TZVPD def2/J DEFGRID3
* xyz 0 1
C -1.389 -0.158 -0.881
C -1.581 -1.448 -1.100
N -2.817 -2.053 -1.407
C -0.005 0.434 -0.684
C 0.382 0.702 0.733
C 1.618 0.431 1.232
C 2.465 1.498 1.856
H -2.253 0.448 -0.617
H -0.716 -2.100 -1.215
H -2.794 -3.060 -1.314
H -3.177 -1.892 -2.337
H 0.618 -0.286 -1.227
H 0.078 1.370 -1.242
H -0.449 0.917 1.406
H 2.105 -0.458 0.832
H 2.767 2.115 1.007
H 3.204 1.207 2.598
H 1.945 2.332 2.361
*
```

Properties
highest occupied orbital energy = -7.93 eV
SMILES = C/C=C/C/C=C/N

Results of the Löwdin charge analysis, in e, for atoms 1 through 8: C -0.13; C -0.23; N 0.01; C -0.22; C -0.14; C -0.16; C -0.12; H 0.11

arrangement iii takes first place; second place is 20.5 kcal/mol up.

Arrangement i

# C6H11N

A 2-piece molecular cluster, C6H11N overall (ωB97M-V/def2-TZVPD, the OMol25 dataset).

ORCA input file:
```
! RIJCOSX wB97M-V def2-TZVPD def2/J DEFGRID3
* xyz 0 1
C -2.536 -0.974 -0.411
C 0.624 0.779 -0.953
C -1.714 1.246 0.116
C 1.154 0.062 0.013
C 1.424 0.728 1.291
C 1.345 -1.389 -0.260
N -2.213 0.209 -0.110
H -2.462 -1.293 -1.444
H -3.079 -1.590 0.331
H 0.315 0.493 -1.938
H 0.410 1.779 -0.825
H -1.926 2.266 0.043
H 1.966 0.186 2.151
H 0.451 0.921 1.705
H 1.970 1.747 1.256
H 1.096 -1.464 -1.262
H 0.820 -1.967 0.481
H 2.355 -1.736 -0.183
*
```

Properties
highest occupied orbital energy = -7.33 eV

Results of the Löwdin charge analysis, in e, for atoms 1 through 8: C -0.06; C -0.04; C 0.06; C -0.44; C -0.09; C -0.06; N -0.12; H 0.06

Arrangement ii

# C6H11N

One molecule with the formula C6H11N (ωB97M-V/def2-TZVPD, the OMol25 dataset).

ORCA input file:
```
! RIJCOSX wB97M-V def2-TZVPD def2/J DEFGRID3
* xyz 0 1
C -2.951 0.798 1.488
C -1.705 1.355 0.933
C -0.960 0.671 0.025
N 0.389 0.660 -0.306
C 0.898 -0.386 -1.126
C 2.944 -1.694 -0.744
C 1.706 -1.414 -0.290
H -3.679 1.651 1.474
H -3.170 -0.205 1.080
H -3.090 0.727 2.578
H -1.573 2.441 0.871
H -1.453 -0.181 -0.440
H 0.916 1.499 -0.152
H 1.437 -0.091 -2.028
H 0.063 -0.836 -1.687
H 3.276 -1.651 -1.778
H 3.695 -1.969 -0.002
H 1.068 -2.019 0.333
*
```

Properties
highest occupied orbital energy = -7.27 eV
SMILES = C=CCN/C=C/C

Results of the Löwdin charge analysis, in e, for atoms 1 through 8: C -0.16; C -0.20; C -0.17; N -0.04; C -0.26; C -0.01; C -0.13; H 0.08

arrangement ii takes first place; second place is 18.1 kcal/mol up.

Arrangement i

# C6H11N

One molecule with the formula C6H11N (ωB97M-V/def2-TZVPD, the OMol25 dataset).

ORCA input file:
```
! RIJCOSX wB97M-V def2-TZVPD def2/J DEFGRID3
* xyz 0 1
C -2.268 0.340 -0.733
C -1.401 -0.738 -0.080
C 0.096 -0.602 -0.431
C 1.008 -0.063 0.686
C 2.466 0.066 0.225
C 0.526 1.248 1.144
N 0.160 2.299 1.462
H -2.058 1.329 -0.309
H -2.067 0.391 -1.810
H -3.341 0.144 -0.607
H -1.538 -0.717 1.010
H -1.761 -1.722 -0.399
H 0.502 -1.578 -0.719
H 0.209 0.058 -1.302
H 0.966 -0.744 1.547
H 2.844 -0.907 -0.103
H 2.549 0.765 -0.613
H 3.108 0.432 1.030
*
```

Properties
highest occupied orbital energy = -11.24 eV
SMILES = CCC[C@@H](C)C#N

Results of the Löwdin charge analysis, in e, for atoms 1 through 8: C -0.12; C -0.25; C -0.19; C -0.37; C -0.07; C -0.21; N 0.16; H 0.06

Arrangement ii

# C6H11N

C6H11N as an isolated structure (ωB97M-V/def2-TZVPD, the OMol25 dataset).

ORCA input file:
```
! RIJCOSX wB97M-V def2-TZVPD def2/J DEFGRID3
* xyz 0 1
C -1.662 1.026 -0.275
C -0.922 -0.282 -0.080
C -0.061 -0.853 0.957
C 1.252 0.261 1.063
C 1.473 0.438 -0.415
C 0.353 -0.476 -0.896
H -2.574 1.044 -1.109
H -2.210 1.301 0.674
H -1.097 2.038 -0.521
H -1.624 -1.120 -0.453
H -0.502 -1.427 1.778
H 0.765 1.156 1.405
H 2.151 0.116 1.819
H 1.386 1.445 -0.776
H 2.394 -0.015 -0.723
H 0.443 -0.634 -2.032
H -0.207 -2.253 -0.341
N 0.643 -1.763 -0.075
*
```

Properties
highest occupied orbital energy = -9.63 eV

Results of the Löwdin charge analysis, in e, for atoms 1 through 8: C -0.09; C -0.35; C -0.22; C -0.10; C -0.19; C -0.31; H 0.12; H 0.07

arrangement i takes first place; second place is 72.4 kcal/mol up.